The following is a DFT calculation (ωB97M-V/def2-TZVPD) of a 2-piece molecular cluster, C3H10O2 overall.

Computed properties:
* LUMO level: 0.02735 Ha
* structure (SMILES): CC(C)O.O
* gap between HOMO and LUMO: 11.39 eV
* charge: 0
* spin multiplicity: 1
* relative energy (zero: lowest compared OMol25 entry of this formula, charge and spin): 0.0 kcal per mole

CARTESIAN COORDINATES (ANGSTROEM)
O -0.6334 2.1464 -2.3844
O -0.6652 -0.3937 -0.8675
C 0.0436 -0.8587 0.2744
C 1.5280 -0.5483 0.0316
C -0.5399 -0.2471 1.5493
H 1.8128 -0.8285 -0.9761
H -1.3736 2.5308 -1.9043
H -1.6203 -0.4881 -0.7989
H 2.0709 -1.1518 0.7648
H -0.2770 1.4660 -1.7873
H -0.0235 -1.9550 0.3613
H -0.4829 0.8455 1.4895
H -1.6059 -0.4744 1.5807
H 1.7416 0.5014 0.2340
H 0.0248 -0.5443 2.4328

These are the Löwdin partial charges, in e, on atoms 1 to 2: -0.073 -0.070



The following is a DFT calculation (ωB97M-V/def2-TZVPD) of C2H2Br4 as an isolated structure.

Computed properties:
* LUMO level (spin up / spin down): -0.03038 / -0.04087 Ha
* gap between HOMO and LUMO (spin up / spin down): 8.08 / 7.54 eV
* charge: 0
* spin multiplicity: 1

CARTESIAN COORDINATES (ANGSTROEM)
Br 2.1722 -1.2476 0.1685
Br 1.2367 1.6727 -1.1277
Br -0.9214 -2.2676 -0.1352
Br -1.8660 1.0830 -1.5604
C 0.3400 -1.1686 0.7095
C -0.4556 1.7530 -0.4444
H -0.7943 1.3324 0.4833
H 0.2884 -1.1574 1.9064

These are the Löwdin partial charges, in e, on atoms 1 to 2: 0.530 0.621



The following is a DFT calculation (ωB97M-V/def2-TZVPD) of C43H39IrN2O6SSe2Te2 as an isolated structure.

Computed properties:
* LUMO level (spin up / spin down): 0.13399 / 0.10529 Ha
* gap between HOMO and LUMO (spin up / spin down): 3.37 / 5.01 eV
* charge: -2
* spin multiplicity: 5
* relative energy (zero: lowest compared OMol25 entry of this formula, charge and spin): 3.4 kcal per mole

CARTESIAN COORDINATES (ANGSTROEM)
Ir -0.0300 -0.2599 0.7636
Te 3.1124 -1.9325 3.3854
Te 0.2545 -1.6692 6.3920
Se 0.7555 -2.0580 2.5196
Se -0.6020 -1.0814 4.2070
S -2.4689 -5.0090 1.9765
O -3.0381 -0.1692 -0.2741
O 0.1012 1.1218 2.1060
O -0.2442 -1.8002 -0.4061
O -1.8891 -0.8331 1.5488
O -3.3991 -5.6201 2.8955
O -2.6266 -5.3058 0.5750
N 1.4804 0.6470 -0.3173
N -2.4155 -3.4231 2.3178
C 0.4802 -0.4392 -2.2789
C 1.6825 0.1674 -1.6220
C 2.3246 1.9072 1.6227
C 3.7400 1.4774 -0.3717
C 2.8815 0.2729 -2.2613
C 3.6615 -4.3220 -2.2560
C 1.9099 -5.8159 2.8668
C 1.3727 -2.7428 -1.9306
C 0.7523 4.3473 3.4957
C -1.1762 3.3170 0.9449
C 3.3443 -3.7930 -1.0132
C 0.2131 3.2046 0.9217
C 1.7026 -3.2690 -3.1776
C 0.1404 -1.8482 -1.7591
C 3.9815 0.9171 -1.6581
C -3.9472 -1.9193 1.0721
C 2.5426 1.3247 0.2578
C -3.6683 -2.6396 2.3857
C 0.9245 3.9432 -0.0145
C 1.1321 -5.0923 3.7690
C -2.7726 -2.4705 -4.1985
C -1.7120 -1.8423 -3.5509
C -0.2142 -4.8834 3.5392
C -3.1785 -3.7356 -3.8081
C -2.9000 -0.8524 0.7263
C 1.1439 4.1392 5.8646
C -1.0369 -2.4745 -2.5158
C 0.8712 2.2836 1.9524
C 2.2071 -3.0108 -0.8545
C 2.8362 -4.0518 -3.3419
C -2.5256 -4.3651 -2.7531
C -1.4670 -3.7394 -2.1194
C 1.3044 -6.3446 1.7332
C 0.2634 4.7831 -0.9061
C 0.8664 4.9254 4.7570
C 1.3059 2.7677 5.7010
C 3.3867 -5.9799 3.1109
C -1.1176 4.8938 -0.8713
C -1.8376 4.1505 0.0585
C -0.7979 -5.4070 2.3901
C 0.9127 2.9768 3.3242
C -0.0464 -6.1388 1.4843
C 1.1935 2.1954 4.4438
H 3.9812 -3.9701 -0.1546
H 4.5107 2.0459 0.1382
H 4.5459 -4.9360 -2.3825
H 1.9797 -2.5907 0.1147
H 0.8354 5.3428 -1.6371
H -1.4310 -0.8448 -3.8584
H 1.9055 -6.8802 1.0071
H -0.3992 0.1870 -2.0836
H -4.9297 -1.4427 1.0753
H -3.5306 -1.9148 3.1850
H -1.7302 2.7181 1.6574
H 3.8899 -6.3815 2.2311
H 1.5173 2.1325 6.5534
H 2.6237 1.1758 2.3838
H -4.4751 -3.3147 2.6686
H 2.0012 3.8516 -0.0707
H -2.9190 4.2118 0.0836
H 1.3253 1.1284 4.3215
H -3.2853 -1.9582 -5.0045
H -0.8002 -4.2717 4.2126
H -2.8546 -5.3373 -2.4095
H -1.6324 5.5431 -1.5699
H -4.0082 -4.2229 -4.3070
H -0.5110 -6.4946 0.5750
H 3.5689 -6.6576 3.9486
H 2.9624 -0.1419 -3.2611
H -1.7318 -2.9409 1.7322
H 1.2354 4.5898 6.8462
H 4.9306 1.0263 -2.1628
H 1.6014 -4.6266 4.6280
H -0.9708 -4.2218 -1.2857
H 0.7289 5.9950 4.8697
H 0.5285 4.9753 2.6421
H 2.9783 2.7744 1.7478
H 3.8373 -5.0168 3.3562
H 3.0748 -4.4541 -4.3202
H -3.9446 -2.6378 0.2476
H 1.0605 -3.0692 -4.0290
H 0.6493 -0.4755 -3.3561

These are the Löwdin partial charges, in e, on atoms 1 to 2: 1.304 0.130



Number 1: F_max 1.20 eV Å⁻¹, E -7368.077 eV. Number 2: F_max 2.97 eV Å⁻¹, E -282271.968 eV. Number 3: F_max 1.19 eV Å⁻¹, E -219445.276 eV.